Record 1
{
  "formula": "C7H16N2O",
  "method": "wB97M-V/def2-TZVPD",
  "species": ["C", "C", "C", "C", "N", "H", "H", "H", "H", "H", "H", "H", "H", "H", "H", "H", "C", "C", "C", "O", "N", "H", "H", "H", "H", "H"],
  "coordinates": [[-0.61955, 0.54531, -1.91897], [1.58803, -0.94981, -0.19481], [-1.62719, 0.02331, -0.95715], [-0.17347, -0.35365, -3.03359], [0.85007, -2.03555, 0.04250], [-0.72366, 1.58813, -2.19486], [0.86360, -2.42461, 0.97514], [-0.02031, -2.13963, -0.45551], [1.41071, -0.40752, -1.11434], [2.49277, -0.82846, 0.37855], [-2.29479, -0.73253, -1.40380], [-2.25514, 0.82233, -0.55394], [-1.17820, -0.45964, -0.06444], [-0.96766, -1.01194, -3.42797], [0.19960, 0.21968, -3.88619], [0.63983, -1.06023, -2.78281], [0.27002, 0.36421, 2.34270], [0.69885, 1.76922, 0.48430], [-0.65036, 1.04346, 3.04493], [0.85880, -0.79660, 2.81326], [0.71761, 0.61705, 1.06258], [0.55459, -0.95387, 3.71406], [1.09346, 1.84261, -0.52370], [0.35471, 2.67435, 0.98586], [-1.10355, 1.93796, 2.65003], [-0.97876, 0.70640, 4.01817]],
  "forces_ev_per_a": [[-0.498, -0.061, -0.340], [-0.502, 0.200, 1.039], [-0.046, -0.122, 0.264], [0.287, -0.159, -0.269], [0.144, 0.262, -0.106], [0.031, -0.027, 0.057], [0.091, 0.038, -0.101], [0.049, 0.034, -0.024], [0.088, 0.051, 0.172], [0.037, -0.029, -0.147], [0.085, 0.077, -0.043], [0.062, -0.026, 0.005], [-0.033, 0.138, -0.058], [-0.081, 0.206, 0.181], [0.022, -0.007, 0.072], [-0.044, 0.073, 0.064], [-0.083, -0.120, -0.421], [0.091, 0.791, -0.483], [0.060, 0.090, 0.024], [0.055, 0.019, -0.020], [0.187, -1.412, 0.170], [-0.035, 0.084, -0.087], [-0.114, 0.024, 0.124], [0.084, -0.084, -0.015], [0.006, 0.000, -0.071], [0.058, -0.042, 0.013]],
  "e_tot_ha": -460.8510,
  "e_homo_ev": [-6.823, -4.753],
  "e_lumo_ev": [0.621, 0.437],
  "relative_energy_kcal_mol": 158.7,
  "homo_lumo_gap_ev": [7.44, 5.19],
  "max_force_ha_per_bohr": 0.0279
}

=====

Record 2
{
  "formula": "C25H45NOsP2S",
  "method": "wB97M-V/def2-TZVPD",
  "species": ["Os", "C", "C", "C", "C", "C", "C", "H", "H", "H", "C", "H", "H", "H", "C", "H", "H", "H", "C", "H", "H", "H", "C", "H", "H", "H", "C", "C", "C", "C", "C", "C", "C", "C", "H", "H", "H", "H", "H", "H", "H", "H", "H", "H", "H", "H", "P", "C", "H", "H", "H", "C", "H", "H", "H", "C", "H", "H", "H", "P", "C", "H", "H", "H", "C", "H", "H", "H", "C", "H", "H", "H", "S", "C", "N"],
  "coordinates": [[-0.15185, 0.10942, 0.28638], [-1.68918, 1.55699, 0.10590], [-2.27986, 0.65938, -0.83696], [-1.95518, -0.54640, 1.12864], [-1.67592, 0.86542, 1.39935], [-2.37812, -0.62089, -0.24532], [-1.68173, 3.05216, -0.02653], [-1.32889, 3.29728, -1.03071], [-1.03889, 3.52545, 0.71422], [-2.69724, 3.45517, 0.07670], [-1.90993, 1.57865, 2.70125], [-1.78692, 2.66446, 2.58425], [-1.22698, 1.22796, 3.48270], [-2.94935, 1.41810, 3.04528], [-2.20391, -1.62978, 2.13835], [-3.28049, -1.71812, 2.31908], [-1.71434, -1.43473, 3.09482], [-1.85112, -2.58735, 1.73747], [-3.05132, -1.80685, -0.86150], [-4.14748, -1.71641, -0.74957], [-2.75344, -2.74512, -0.38482], [-2.83736, -1.85280, -1.93927], [-2.85643, 1.10379, -2.14463], [-3.85126, 1.57973, -2.02093], [-2.99329, 0.25298, -2.81680], [-2.19821, 1.83543, -2.62243], [1.57385, 0.43446, -3.32252], [0.55261, 1.29243, -3.47761], [-0.05324, 1.56285, -4.83892], [-0.92848, 0.44113, -5.46271], [-1.02968, -0.82995, -4.65769], [0.02038, -1.67559, -4.53915], [1.34176, -1.38320, -5.19430], [2.18820, -0.27309, -4.50984], [0.75251, 1.79941, -5.55857], [-0.53381, 0.22549, -6.47397], [-0.68610, 2.46323, -4.75574], [2.43868, 0.47105, -5.28842], [2.07989, 0.26478, -2.36483], [0.15290, 1.91330, -2.66614], [3.13361, -0.73483, -4.18264], [1.93033, -2.31549, -5.20523], [-0.07373, -2.64823, -4.06042], [1.19701, -1.10141, -6.25370], [-1.94805, 0.83302, -5.61690], [-2.01762, -1.07377, -4.26955], [1.65535, 1.74226, 0.61235], [1.40412, 2.64394, 2.21516], [2.29080, 3.27242, 2.39028], [1.28708, 1.92604, 3.03556], [0.52317, 3.29516, 2.15002], [3.38892, 1.15339, 0.82788], [3.99133, 1.97546, 1.25059], [3.80848, 0.86455, -0.14613], [3.39516, 0.30227, 1.52158], [1.91099, 3.21647, -0.46402], [2.36604, 2.91919, -1.41715], [2.58384, 3.92529, 0.04683], [0.95408, 3.72049, -0.64924], [0.94666, -2.25361, -0.08500], [-0.17985, -3.57302, -0.71859], [0.40508, -4.41044, -1.12721], [-0.83650, -3.16474, -1.49549], [-0.78294, -3.95247, 0.12155], [2.54434, -2.52876, -0.97852], [2.37369, -2.63304, -2.05865], [3.01392, -3.45235, -0.59754], [3.21402, -1.68131, -0.77403], [1.40375, -3.13528, 1.48350], [1.65775, -4.18142, 1.25835], [0.55090, -3.09174, 2.17325], [2.25843, -2.60927, 1.92907], [0.41370, -0.47771, 4.83462], [0.77983, -0.49303, 3.29613], [1.07574, -0.50871, 2.11471]],
  "forces_ev_per_a": [[4.922, -1.312, -1.796], [-1.313, 0.248, 0.941], [-1.073, -0.047, -0.552], [-1.348, 0.750, 1.056], [-2.032, 0.239, 0.768], [-0.448, 0.263, -0.561], [0.195, -0.245, -0.476], [-0.008, 0.277, 0.120], [-0.075, 0.037, -0.124], [0.174, -0.157, 0.039], [0.305, 0.076, 0.313], [0.065, -0.388, 0.079], [-0.280, 0.203, -0.021], [0.488, -0.077, -0.212], [0.067, 0.004, -0.226], [0.119, -0.016, 0.042], [-0.080, -0.017, -0.151], [-0.107, 0.098, 0.250], [0.108, -0.073, -0.359], [0.425, 0.098, 0.036], [-0.110, 0.220, -0.151], [-0.091, -0.133, 0.318], [0.102, -0.252, -0.223], [0.514, -0.211, 0.204], [0.055, 0.221, 0.021], [-0.158, -0.119, -0.060], [-0.183, 0.467, -0.287], [0.401, -0.083, -0.161], [-0.026, 0.650, 0.101], [-0.512, -0.119, -0.200], [0.966, -0.858, -0.303], [-1.095, 0.669, -0.469], [0.069, -0.489, -0.160], [0.561, -0.004, 0.130], [-0.282, 0.021, 0.405], [-0.218, -0.048, 0.468], [0.396, -0.238, -0.117], [0.033, -0.217, 0.463], [-0.364, 0.196, -0.054], [0.279, -0.425, 0.059], [-0.227, 0.318, -0.175], [-0.183, 0.381, -0.091], [-0.196, 0.182, 0.134], [-0.075, -0.175, 0.454], [0.415, -0.131, 0.013], [0.262, -0.183, 0.083], [0.758, 1.799, 0.428], [-0.049, -0.336, -0.222], [-0.299, -0.247, -0.036], [0.027, 0.442, -0.155], [0.233, -0.233, 0.090], [-0.294, -0.314, -0.098], [-0.320, -0.279, -0.220], [-0.086, 0.014, 0.307], [0.153, 0.229, -0.270], [-0.159, -0.266, -0.216], [-0.208, 0.089, 0.149], [-0.225, -0.374, -0.109], [0.287, -0.136, -0.038], [0.011, -1.629, 0.087], [-0.041, 0.353, -0.320], [-0.126, 0.299, 0.136], [0.188, -0.294, 0.110], [0.168, 0.180, -0.329], [-0.216, 0.359, -0.135], [0.089, 0.204, 0.267], [-0.315, 0.384, -0.129], [-0.103, -0.269, -0.194], [-0.106, 0.706, 0.000], [-0.093, 0.389, -0.004], [0.273, -0.161, -0.082], [-0.180, -0.424, -0.005], [-0.006, -0.075, 0.474], [0.846, -0.230, -2.595], [-0.638, 0.218, 3.543]],
  "charge": 2,
  "e_tot_ha": -2205.2164,
  "spin_multiplicity": 5,
  "e_homo_ev": [-12.734, -13.731],
  "e_lumo_ev": [-5.644, -9.770],
  "relative_energy_kcal_mol": 0.0,
  "homo_lumo_gap_ev": [7.09, 3.96],
  "max_force_ha_per_bohr": 0.1050
}

=====

Record 3
{
  "formula": "C35H58BaN11S4",
  "method": "wB97M-V/def2-TZVPD",
  "species": ["Ba", "C", "C", "N", "C", "C", "N", "C", "C", "C", "N", "C", "C", "N", "C", "H", "H", "H", "H", "H", "H", "H", "H", "H", "H", "H", "H", "H", "H", "H", "H", "H", "H", "H", "H", "H", "H", "H", "H", "C", "C", "S", "C", "C", "S", "C", "C", "S", "H", "H", "H", "H", "H", "H", "H", "H", "H", "H", "H", "H", "N", "C", "C", "N", "H", "H", "H", "H", "H", "H", "H", "H", "H", "N", "C", "N", "C", "C", "C", "C", "C", "C", "S", "H", "H", "H", "H", "H", "H", "N", "C", "C", "C", "C", "C", "C", "C", "N", "C", "C", "N", "C", "H", "H", "H", "H", "H", "H", "H"],
  "coordinates": [[-1.26891, 0.02191, 0.23042], [0.12712, 2.65776, 3.06910], [-0.03766, 3.23841, 1.66429], [-1.15640, 2.66851, 0.88451], [-2.47894, 3.20172, 1.27593], [-3.35802, 2.16977, 1.96859], [-3.63010, 1.03685, 1.06822], [-4.70835, 0.15467, 1.56860], [-4.28862, -0.83921, 2.64904], [-3.46104, -2.03105, 2.16240], [-1.99926, -1.79692, 2.10476], [-1.37518, -1.69056, 3.43541], [-0.87421, -0.28441, 3.74346], [0.10714, 0.13885, 2.73402], [0.87689, 1.32830, 3.14572], [0.71142, 3.37616, 3.64602], [-0.84330, 2.58086, 3.56464], [-0.16651, 4.32203, 1.75563], [0.87806, 3.06427, 1.09526], [-0.99579, 2.97170, -0.07408], [-2.36834, 4.06521, 1.93711], [-3.00267, 3.54648, 0.38137], [-2.87085, 1.80049, 2.87145], [-4.28703, 2.66726, 2.27041], [-3.99370, 1.45397, 0.21226], [-5.53198, 0.76045, 1.96190], [-5.09505, -0.40972, 0.71569], [-3.77751, -0.32864, 3.46850], [-5.21395, -1.23536, 3.06898], [-3.67052, -2.88035, 2.82092], [-3.78560, -2.31339, 1.15572], [-1.63672, -2.63131, 1.63636], [-2.07078, -1.99370, 4.22224], [-0.51551, -2.36446, 3.50100], [-1.71052, 0.41366, 3.73779], [-0.44260, -0.27947, 4.75205], [0.78195, -0.62042, 2.66092], [1.24112, 1.20107, 4.17247], [1.74984, 1.39268, 2.48909], [-0.88949, 1.17427, -4.24702], [-1.35426, 2.45903, -3.57289], [-2.61735, 2.28379, -2.28268], [-4.03411, 1.67794, -3.25869], [-4.71699, 0.43906, -2.69407], [-3.63805, -0.92850, -2.17238], [-2.87115, -1.41231, -3.75835], [-1.35909, -1.57160, -3.72892], [-0.38566, -0.16449, -3.10915], [-0.03172, 1.40494, -4.87967], [-1.65969, 0.76334, -4.89641], [-1.74922, 3.13947, -4.32754], [-0.52377, 2.95916, -3.07310], [-3.66230, 1.49635, -4.26540], [-4.76572, 2.48284, -3.31760], [-5.40879, 0.04094, -3.43642], [-5.29860, 0.68037, -1.80305], [-3.17352, -0.66644, -4.49117], [-3.31345, -2.36226, -4.05669], [-1.01269, -1.79331, -4.73880], [-1.06933, -2.40044, -3.08065], [5.45713, -2.16126, -0.18576], [4.78723, -2.23433, 1.15934], [3.27309, -2.44959, 1.02462], [2.49716, -1.36197, 0.45197], [6.47096, -2.06073, -0.10016], [5.10343, -1.36989, -0.72638], [5.27988, -3.01567, -0.71848], [5.00402, -1.30889, 1.69091], [5.23033, -3.06469, 1.70621], [2.91284, -2.65477, 2.03229], [3.08196, -3.35297, 0.44190], [2.56125, -1.27393, -0.55434], [2.69929, -0.46326, 0.87093], [0.68740, -4.64179, 1.86873], [-0.12395, -5.01779, 0.82275], [-0.95508, -4.22405, 0.22520], [-1.60817, -4.90397, -0.80219], [-2.60288, -4.38413, -1.62311], [-3.16204, -5.18835, -2.60070], [-2.74854, -6.50853, -2.77195], [-1.77060, -7.04937, -1.95609], [-1.21235, -6.23660, -0.98154], [-0.00140, -6.64793, 0.20307], [0.34466, -3.85630, 2.39645], [1.01194, -5.40060, 2.45070], [-2.95393, -3.37319, -1.46030], [-3.94584, -4.79885, -3.23816], [-3.20702, -7.12306, -3.53415], [-1.45231, -8.07786, -2.06290], [8.96648, 6.42723, 1.48280], [8.03412, 5.90466, 1.06267], [6.88893, 5.20884, 0.55692], [6.54037, 5.28443, -0.78796], [5.46422, 4.56108, -1.27044], [4.72210, 3.75598, -0.41585], [5.04762, 3.71044, 0.93817], [6.12409, 4.42829, 1.42169], [3.64146, 2.97311, -0.92532], [3.15393, 2.96483, -2.21008], [2.15992, 2.03395, -2.23730], [2.01548, 1.45416, -0.99962], [2.92282, 2.03949, -0.24601], [7.11637, 5.91029, -1.45528], [5.21700, 4.63422, -2.32004], [4.45707, 3.13720, 1.63851], [6.37423, 4.39227, 2.47287], [3.52509, 3.60508, -2.98968], [1.56525, 1.72187, -3.07789], [3.08199, 1.82071, 0.79549]],
  "forces_ev_per_a": [[0.674, -0.222, -1.113], [-0.003, -0.139, -0.230], [-0.017, -0.009, 0.239], [0.121, 0.412, -0.129], [-0.161, -0.121, 0.214], [0.067, 0.174, -0.066], [-0.512, 0.167, 0.046], [-0.031, -0.083, 0.149], [0.089, 0.014, -0.229], [-0.161, 0.127, 0.160], [-0.178, -0.485, 0.179], [-0.023, 0.303, 0.053], [-0.046, -0.176, -0.013], [0.177, -0.015, 0.061], [-0.098, 0.121, 0.102], [-0.059, 0.018, 0.057], [0.029, 0.058, 0.082], [0.014, -0.006, -0.061], [-0.019, 0.043, -0.014], [-0.035, 0.048, 0.026], [0.016, 0.029, -0.046], [0.055, 0.056, -0.010], [-0.055, 0.012, 0.031], [-0.006, -0.081, 0.077], [0.056, -0.015, -0.029], [0.002, 0.022, -0.070], [-0.024, 0.024, -0.004], [-0.074, -0.001, 0.067], [0.017, 0.004, 0.063], [0.042, -0.047, -0.074], [-0.007, -0.059, 0.022], [0.086, 0.038, -0.034], [0.023, -0.069, -0.004], [-0.032, -0.072, -0.008], [0.011, 0.025, 0.060], [-0.024, 0.070, -0.002], [-0.030, -0.015, -0.087], [0.040, -0.032, -0.035], [0.030, -0.019, 0.053], [0.112, -0.144, 0.141], [-0.140, -0.094, 0.163], [-0.035, 0.005, -0.043], [0.140, 0.053, 0.143], [0.216, -0.166, 0.075], [0.026, 0.003, -0.037], [-0.111, 0.081, 0.205], [0.068, 0.185, 0.039], [-0.134, -0.061, -0.019], [-0.049, 0.012, -0.071], [-0.010, 0.039, -0.025], [0.111, 0.062, -0.016], [0.006, 0.035, -0.033], [-0.051, 0.002, -0.025], [-0.009, -0.009, -0.089], [-0.106, 0.058, 0.059], [-0.043, 0.004, -0.016], [-0.013, -0.041, -0.046], [0.028, 0.001, -0.073], [0.009, -0.127, 0.027], [-0.005, -0.059, -0.057], [0.039, -0.064, 0.054], [-0.459, -0.071, 0.246], [0.145, 0.095, -0.153], [0.127, -0.050, 0.082], [0.039, 0.045, -0.005], [-0.004, 0.028, -0.059], [0.016, -0.015, -0.072], [0.119, 0.022, -0.087], [0.116, 0.004, -0.075], [0.013, -0.081, 0.018], [-0.065, -0.063, 0.081], [-0.085, 0.078, 0.014], [0.005, 0.022, -0.097], [0.169, -0.036, -0.015], [-0.085, -0.223, -0.275], [0.081, 0.172, 0.360], [0.032, -0.229, -0.146], [0.014, 0.055, 0.060], [-0.029, 0.055, -0.040], [0.037, -0.075, 0.013], [0.041, -0.039, 0.010], [0.000, 0.128, 0.086], [-0.035, 0.198, 0.008], [-0.063, -0.015, 0.052], [-0.031, 0.056, 0.052], [-0.042, 0.006, -0.013], [-0.020, 0.015, 0.039], [0.003, 0.009, -0.005], [-0.046, 0.003, -0.052], [-0.078, -0.011, -0.033], [0.201, 0.128, 0.065], [-0.183, -0.148, -0.028], [0.059, 0.049, 0.078], [-0.117, -0.089, -0.103], [0.310, 0.217, 0.171], [-0.168, -0.059, -0.074], [0.037, 0.057, -0.058], [-0.099, -0.185, 0.061], [-0.137, 0.032, -0.129], [0.050, -0.026, 0.012], [-0.004, -0.021, 0.265], [-0.080, 0.011, -0.142], [0.001, -0.023, -0.019], [0.047, -0.007, 0.018], [-0.004, -0.028, 0.007], [0.007, -0.005, -0.003], [0.023, -0.001, 0.056], [0.054, 0.042, -0.031], [0.088, 0.103, 0.021]],
  "charge": 3,
  "e_tot_ha": -3588.3373,
  "e_homo_ev": -14.535,
  "e_lumo_ev": -7.257,
  "relative_energy_kcal_mol": 24.5,
  "homo_lumo_gap_ev": 7.28,
  "max_force_ha_per_bohr": 0.0257
}